ORCA calculation (wB97M-V/def2-TZVPD) on C55H55CrN3O4S3Te as an isolated structure at a distorted geometry.

Last column: Löwdin charge in e.
Geometry (Å):
1 Cr 0.179 1.218 0.496  0.34
2 S -0.184 0.313 2.796  0.88
3 C 1.369 -0.177 3.177  -0.63
4 N 1.746 -0.650 4.334  -0.07
5 C 3.188 -0.815 4.603  -0.06
6 C 3.929 0.306 3.936  -0.05
7 N 3.625 0.275 2.486  -0.03
8 C 4.730 0.658 1.558  -0.07
9 C 5.801 -0.407 1.500  -0.22
10 C 5.635 -1.527 0.687  -0.04
11 C 6.607 -2.517 0.658  -0.06
12 C 7.747 -2.399 1.446  -0.06
13 C 7.919 -1.284 2.255  -0.06
14 C 6.948 -0.289 2.279  -0.05
15 C 2.442 -0.052 2.109  -0.61
16 S 1.996 -0.449 0.517  0.78
17 C 0.813 -1.028 5.419  -0.08
18 C 0.932 -0.087 6.594  -0.23
19 C 1.191 -0.592 7.861  -0.04
20 C 1.266 0.267 8.954  -0.06
21 C 1.090 1.632 8.778  -0.06
22 C 0.841 2.143 7.508  -0.06
23 C 0.760 1.287 6.419  -0.04
24 H 3.532 -1.783 4.230  0.15
25 H 3.339 -0.778 5.677  0.14
26 H 4.997 0.165 4.060  0.13
27 H 3.645 1.275 4.348  0.16
28 H 5.138 1.592 1.939  0.14
29 H 4.290 0.839 0.588  0.10
30 H 4.747 -1.619 0.070  0.09
31 H 6.478 -3.382 0.017  0.11
32 H 8.507 -3.173 1.422  0.11
33 H 8.809 -1.185 2.865  0.11
34 H 7.101 0.598 2.890  0.12
35 H 1.068 -2.043 5.722  0.14
36 H -0.193 -1.034 5.012  0.10
37 H 1.327 -1.662 8.004  0.12
38 H 1.455 -0.135 9.942  0.11
39 H 1.138 2.298 9.632  0.11
40 H 0.697 3.208 7.370  0.11
41 H 0.550 1.687 5.429  0.10
42 O 1.244 2.365 0.885  -0.44
43 O 2.056 3.275 1.265  -0.06
44 C -0.851 -7.235 0.399  -0.03
45 C -0.765 -5.764 0.065  -0.24
46 C 0.026 -5.305 -0.979  0.00
47 C 0.065 -3.965 -1.339  -0.29
48 C 0.947 -3.582 -2.517  -0.07
49 C -0.732 -3.048 -0.617  -0.31
50 Te -0.549 -1.093 -1.427  1.89
51 N -1.323 0.143 0.039  -0.38
52 C -2.625 0.602 -0.255  -0.56
53 O -3.318 0.124 -1.127  0.04
54 C -3.131 1.745 0.561  -0.14
55 C -4.506 1.896 0.689  0.01
56 C -5.024 3.001 1.347  -0.04
57 C -4.173 3.970 1.866  -0.05
58 C -2.797 3.826 1.750  -0.05
59 C -2.290 2.712 1.102  -0.07
60 C -1.640 -1.348 -3.221  -0.32
61 C -2.856 -2.048 -3.309  -0.26
62 C -3.527 -2.781 -2.172  -0.03
63 C -3.456 -2.114 -4.561  0.01
64 C -2.894 -1.538 -5.693  -0.23
65 C -3.588 -1.602 -7.032  -0.03
66 C -1.657 -0.912 -5.570  0.00
67 C -0.997 -0.806 -4.354  -0.31
68 C 0.395 -0.201 -4.370  -0.08
69 C -1.513 -3.471 0.467  -0.28
70 C -2.426 -2.609 1.311  -0.04
71 C -1.502 -4.829 0.778  -0.01
72 H -0.191 -7.829 -0.231  0.08
73 H -1.871 -7.595 0.258  0.09
74 H -0.586 -7.417 1.443  0.09
75 H 0.627 -6.015 -1.542  0.13
76 H 1.538 -4.435 -2.839  0.09
77 H 1.648 -2.780 -2.266  0.06
78 H 0.351 -3.262 -3.378  0.08
79 H -5.157 1.145 0.261  0.13
80 H -6.097 3.114 1.448  0.12
81 H -4.580 4.843 2.364  0.12
82 H -2.130 4.573 2.161  0.12
83 H -1.209 2.650 1.017  0.06
84 H -3.479 -2.224 -1.243  0.05
85 H -3.048 -3.752 -2.017  0.10
86 H -4.577 -2.957 -2.405  0.09
87 H -4.398 -2.647 -4.650  0.13
88 H -4.524 -2.157 -6.971  0.08
89 H -2.950 -2.085 -7.776  0.09
90 H -3.809 -0.597 -7.399  0.09
91 H -1.181 -0.501 -6.460  0.13
92 H 0.522 0.427 -5.250  0.08
93 H 1.146 -0.997 -4.435  0.09
94 H 0.625 0.407 -3.502  0.03
95 H -2.384 -1.562 1.059  0.03
96 H -2.165 -2.708 2.367  0.09
97 H -3.460 -2.946 1.201  0.10
98 H -2.120 -5.165 1.610  0.14
99 O -0.030 1.809 -1.583  -0.62
100 S -0.394 3.302 -1.785  1.11
101 C 0.351 3.811 -3.306  -0.36
102 C 1.138 4.952 -3.218  -0.07
103 C 1.647 5.513 -4.384  -0.05
104 C 1.369 4.926 -5.608  -0.04
105 C 0.601 3.762 -5.678  -0.05
106 C 0.079 3.201 -4.528  -0.06
107 C -2.122 3.342 -2.178  -0.38
108 C -2.761 2.280 -2.801  -0.08
109 C -4.103 2.413 -3.125  -0.04
110 C -4.782 3.590 -2.826  -0.04
111 C -4.129 4.639 -2.186  -0.05
112 C -2.788 4.518 -1.852  -0.07
113 H 1.350 5.401 -2.251  0.12
114 H 2.255 6.408 -4.331  0.12
115 H 1.744 5.377 -6.520  0.12
116 H 0.395 3.304 -6.639  0.12
117 H -0.536 2.309 -4.585  0.10
118 H -2.239 1.349 -3.006  0.10
119 H -4.617 1.589 -3.611  0.12
120 H -5.829 3.691 -3.089  0.12
121 H -4.665 5.549 -1.943  0.12
122 H -2.263 5.333 -1.359  0.12

Output
gap between HOMO and LUMO (spin up / spin down): 7.26 / 7.46 eV
net charge: +2



ORCA calculation (wB97M-V/def2-TZVPD) on a 6-piece molecular cluster, C20H57NO27P5S3 overall at a distorted geometry.

Last column: Löwdin charge in e.
Geometry (Å):
1 C 0.691 -0.103 -1.975  -0.11
2 O 1.357 -1.196 -2.697  -0.25
3 C 1.613 -0.870 -4.107  -0.21
4 C 0.563 -1.744 -5.022  -0.18
5 C 0.200 -1.019 -6.449  -0.26
6 S 1.656 -0.741 -7.593  0.67
7 O 2.918 -1.535 -7.089  -0.43
8 O 1.314 -1.355 -8.992  -0.45
9 N 2.123 0.927 -7.811  -0.33
10 S 0.757 1.969 -8.121  0.62
11 O 1.098 3.049 -9.218  -0.43
12 O -0.521 1.251 -8.615  -0.42
13 C 0.488 2.964 -6.512  -0.33
14 S 2.209 3.532 -5.920  0.76
15 O 2.993 2.400 -5.180  -0.45
16 O 3.058 4.077 -7.134  -0.44
17 H 1.373 0.141 -1.033  0.08
18 H 0.516 0.874 -2.594  0.09
19 H -0.366 -0.405 -1.515  0.10
20 H 2.700 -1.285 -4.375  0.14
21 H 1.638 0.271 -4.361  0.11
22 H -0.456 -1.785 -4.404  0.13
23 H 0.895 -2.850 -5.229  0.12
24 H -0.369 0.010 -6.241  0.09
25 H -0.586 -1.692 -7.044  0.12
26 H -0.098 3.942 -6.815  0.11
27 H -0.067 2.312 -5.699  0.10
28 H 2.099 4.630 -5.009  0.08
29 C 1.874 -2.033 5.240  -0.15
30 O 2.543 -2.659 4.163  -0.30
31 P 2.561 -1.790 2.668  0.76
32 O 1.032 -1.662 2.696  -0.28
33 O 2.963 -3.156 1.834  -0.25
34 C 2.669 -4.442 2.352  -0.12
35 O 2.579 -0.920 1.172  -0.26
36 C 3.210 0.339 1.275  -0.16
37 H 2.161 -2.545 6.166  0.09
38 H 2.182 -0.987 5.317  0.08
39 H 0.793 -2.108 5.131  0.08
40 H 1.685 -4.483 2.821  0.09
41 H 3.447 -4.716 3.068  0.08
42 H 2.693 -5.159 1.532  0.09
43 H 4.252 0.208 1.581  0.08
44 H 2.684 0.961 2.003  0.08
45 H 3.184 0.829 0.299  0.08
46 C 0.084 5.937 3.217  -0.15
47 O 0.011 4.839 4.104  -0.30
48 P 1.488 4.393 4.888  0.76
49 O 2.201 4.283 3.535  -0.27
50 O 0.875 2.914 5.287  -0.26
51 C -0.192 2.342 4.550  -0.11
52 O 2.964 3.948 5.672  -0.26
53 C 3.502 4.986 6.464  -0.17
54 H -0.938 6.273 3.004  0.09
55 H 0.627 6.763 3.683  0.09
56 H 0.551 5.653 2.275  0.07
57 H -0.085 2.503 3.475  0.09
58 H -1.132 2.767 4.909  0.09
59 H -0.208 1.269 4.740  0.09
60 H 2.793 5.260 7.249  0.08
61 H 3.719 5.856 5.839  0.08
62 H 4.429 4.637 6.925  0.09
63 C -5.949 -3.058 -8.470  -0.15
64 O -5.040 -3.922 -9.124  -0.31
65 P -3.834 -4.657 -8.124  0.75
66 O -3.397 -3.283 -7.600  -0.26
67 O -2.918 -5.037 -9.443  -0.25
68 C -3.047 -4.315 -10.656  -0.12
69 O -2.628 -5.392 -7.125  -0.25
70 C -3.177 -6.193 -6.099  -0.17
71 H -6.796 -2.880 -9.144  0.09
72 H -6.327 -3.529 -7.559  0.08
73 H -5.487 -2.098 -8.243  0.09
74 H -3.159 -3.243 -10.488  0.10
75 H -3.904 -4.709 -11.207  0.08
76 H -2.152 -4.482 -11.254  0.09
77 H -3.768 -7.002 -6.535  0.07
78 H -3.808 -5.582 -5.447  0.08
79 H -2.363 -6.621 -5.510  0.09
80 C -0.038 -3.113 12.746  -0.15
81 O 1.306 -3.111 12.307  -0.31
82 P 1.590 -2.476 10.723  0.76
83 O 0.554 -3.437 10.126  -0.27
84 O 3.076 -3.192 10.661  -0.26
85 C 3.376 -4.324 11.459  -0.12
86 O 1.874 -1.842 9.139  -0.26
87 C 1.474 -0.494 9.006  -0.16
88 H -0.044 -3.281 13.830  0.09
89 H -0.500 -2.143 12.547  0.08
90 H -0.606 -3.913 12.274  0.08
91 H 2.545 -5.030 11.504  0.09
92 H 3.644 -3.983 12.462  0.09
93 H 4.240 -4.831 11.030  0.09
94 H 2.035 0.131 9.706  0.08
95 H 0.403 -0.402 9.203  0.08
96 H 1.681 -0.162 7.986  0.08
97 C -4.275 2.602 0.668  -0.15
98 O -3.351 3.627 0.361  -0.31
99 P -3.096 3.946 -1.320  0.76
100 O -2.768 2.469 -1.575  -0.26
101 O -1.694 4.753 -0.995  -0.25
102 C -0.968 4.505 0.197  -0.12
103 O -2.842 4.265 -3.001  -0.26
104 C -4.020 4.661 -3.671  -0.17
105 H -4.538 2.685 1.729  0.09
106 H -5.187 2.728 0.078  0.08
107 H -3.842 1.617 0.500  0.09
108 H -0.938 3.444 0.450  0.10
109 H -1.422 5.080 1.008  0.07
110 H 0.053 4.858 0.060  0.09
111 H -4.408 5.581 -3.226  0.08
112 H -4.771 3.870 -3.603  0.08
113 H -3.786 4.843 -4.722  0.09

Output
gap between HOMO and LUMO: 3.42 eV
net charge: -1



ORCA calculation (wB97M-V/def2-TZVPD) on C31H52N2O3P2Re as an isolated structure at a distorted geometry.

Last column: Mulliken spin population.
Geometry (Å):
1 Re -1.957 0.295 0.818  1.61
2 C -0.715 2.291 1.875  0.01
3 C -1.737 2.358 0.851  0.08
4 C -2.569 1.076 2.595  0.02
5 C -1.231 1.563 2.929  0.06
6 C -2.979 1.931 1.434  0.07
7 C 0.508 3.148 1.962  0.01
8 H 0.711 3.699 1.044  0.00
9 H 1.419 2.597 2.233  0.00
10 H 0.341 3.903 2.746  0.00
11 C -0.638 1.573 4.296  0.01
12 H 0.434 1.292 4.302  0.00
13 H -1.192 0.933 5.008  0.00
14 H -0.700 2.610 4.690  0.01
15 C -3.395 0.141 3.397  -0.06
16 H -4.215 0.744 3.814  0.00
17 H -2.741 -0.309 4.178  0.00
18 H -3.817 -0.699 2.796  -0.01
19 C -4.165 1.653 0.613  0.01
20 H -5.055 1.791 1.225  0.00
21 H -4.189 0.603 0.265  -0.03
22 H -4.192 2.308 -0.266  0.00
23 C -1.670 3.461 -0.144  0.02
24 H -2.122 4.388 0.273  0.00
25 H -2.208 3.238 -1.057  -0.01
26 H -0.640 3.699 -0.403  0.00
27 C 2.693 0.413 -1.020  0.01
28 C 2.408 1.703 -1.208  0.03
29 C 1.448 2.466 -2.083  0.03
30 C -0.003 1.950 -2.416  0.17
31 C -0.580 0.708 -2.016  0.42
32 C -0.401 -0.675 -2.467  0.13
33 C 0.806 -1.454 -1.785  0.09
34 C 2.305 -0.934 -1.516  0.01
35 H 1.903 2.668 -3.073  -0.02
36 H -0.103 1.977 -3.507  0.09
37 H 1.324 3.465 -1.614  0.00
38 H 2.987 -1.323 -2.272  0.00
39 H 3.355 0.249 -0.130  0.00
40 H 3.070 2.394 -0.704  0.00
41 H 2.507 -1.584 -0.647  0.00
42 H 0.449 -1.762 -0.794  -0.05
43 H -1.262 -1.208 -2.020  0.00
44 H 0.868 -2.382 -2.361  0.00
45 H -0.689 2.723 -2.019  0.02
46 H -1.609 0.842 -1.509  -0.04
47 P 1.668 0.285 -4.024  -0.02
48 C 3.249 -0.546 -4.513  0.00
49 C 1.668 1.627 -5.341  0.00
50 P -1.087 -0.705 -4.191  0.07
51 C 0.555 -0.933 -4.907  0.01
52 C -1.945 0.549 -5.242  0.00
53 C -1.915 -2.255 -4.584  0.01
54 H 3.328 -1.551 -4.064  0.00
55 H 4.113 0.055 -4.188  0.00
56 H 3.274 -0.659 -5.605  0.00
57 H 1.922 1.157 -6.298  0.00
58 H 2.437 2.377 -5.085  0.00
59 H 0.680 2.117 -5.408  0.00
60 H -1.608 -2.616 -5.582  0.00
61 H -3.015 -2.110 -4.598  0.00
62 H -1.673 -3.041 -3.839  0.00
63 H 0.911 -1.934 -4.628  0.00
64 H 0.614 -0.848 -5.994  0.00
65 H -3.038 0.409 -5.156  0.00
66 H -1.685 0.398 -6.303  0.00
67 H -1.709 1.596 -4.970  0.00
68 C 0.249 -2.807 5.784  0.00
69 C 0.144 -1.807 4.630  0.00
70 C 0.926 -2.202 3.365  0.00
71 C 2.419 -2.516 3.670  0.00
72 C 3.167 -1.487 4.503  0.00
73 C 0.339 -3.457 2.732  0.00
74 O 0.850 -4.556 2.690  0.00
75 N -0.954 -3.228 2.186  0.00
76 C -1.149 -2.113 1.424  0.06
77 O -2.163 -1.938 0.677  0.03
78 N -0.285 -1.082 1.529  0.11
79 C 0.835 -1.070 2.340  0.02
80 O 1.654 -0.159 2.264  0.01
81 H 0.112 -3.837 5.417  0.00
82 H -0.536 -2.587 6.523  0.00
83 H 1.229 -2.730 6.281  0.00
84 H -0.903 -1.672 4.336  0.00
85 H 0.485 -0.814 4.952  0.00
86 H 2.510 -3.501 4.163  0.00
87 H 2.950 -2.624 2.709  0.00
88 H 2.863 -1.496 5.555  0.00
89 H 4.245 -1.691 4.471  0.00
90 H 2.998 -0.491 4.088  0.00
91 H -1.492 -4.032 1.919  0.00

Output
gap between HOMO and LUMO (spin up / spin down): 6.46 / 6.94 eV
2S+1: 4
net charge: +2
energy above the lowest of the compared OMol25 structures with the same formula, charge and spin: 0.0 kJ/mol
⟨S²⟩: 3.775



ORCA calculation (wB97M-V/def2-TZVPD) on C6H10N2O2 as an isolated structure at a distorted geometry.

Last column: Löwdin charge in e.
Geometry (Å):
1 C 1.855 0.602 -0.104  -0.34
2 C 0.040 -0.675 1.581  -0.35
3 C -0.082 0.323 -2.358  -0.08
4 C -1.003 1.934 -0.366  -0.04
5 C 1.088 -1.345 3.582  0.08
6 C -0.514 0.508 -0.878  -0.41
7 N 2.956 0.930 0.055  0.13
8 N 0.643 -0.046 -0.135  0.01
9 O -1.061 -1.168 1.576  0.14
10 O 1.112 -0.645 2.255  -0.02
11 H 0.632 0.972 -2.797  0.05
12 H 0.517 -0.665 -2.353  0.11
13 H -0.842 0.414 -3.125  0.07
14 H -0.073 2.534 -0.095  0.09
15 H -1.640 1.646 0.525  0.08
16 H -1.593 2.483 -1.056  0.05
17 H 1.294 -2.326 3.214  0.10
18 H 0.052 -1.146 3.842  0.10
19 H 1.962 -0.847 4.066  0.12
20 H -1.359 -0.224 -0.812  0.13

Output
gap between HOMO and LUMO: 9.47 eV
energy above the lowest of the compared OMol25 structures with the same formula, charge and spin: 366.2 kJ/mol